Entry 1:
Density functional theory data (wB97M-V/def2-TZVPD) for a cluster of 3 separate species, C4H13NO2 in total.

Last column: Löwdin charge in e.
Atoms and positions in Å:
C -0.5083 2.6362 1.0687  -0.12
C -0.0111 1.2127 0.9044  -0.19
C -0.9049 0.2671 0.5477  -0.19
N -0.8780 -1.1706 0.7857  -0.09
C -1.3227 -2.5075 0.2917  -0.12
H -0.8861 2.8696 0.0332  0.09
H -1.2680 2.7252 1.7445  0.03
H 0.2257 3.3730 1.3466  0.06
H 1.0614 1.0340 1.1400  0.11
H -1.9473 0.5247 0.2687  0.12
H 0.0192 -1.3239 1.3367  0.12
H -0.5552 -3.3030 0.6385  0.10
H -2.2396 -2.8158 0.7620  0.04
H -1.5446 -2.7220 -0.7611  0.06
H 2.5741 -2.3541 -1.5285  0.01
H 2.6307 -0.8483 -1.5178  0.02
O 2.3979 -1.6181 -0.9704  -0.06
H 0.4498 0.8001 -1.9067  0.04
H 1.3638 2.0823 -2.0792  0.02
O 1.3433 1.1384 -2.1047  -0.05

Forces on the atoms, in the same order (eV/Å):
1.29 -0.52 -3.57
0.34 -0.64 0.43
-1.73 -2.14 -0.04
3.74 0.54 1.61
0.79 -0.57 0.29
0.06 0.54 1.08
-2.19 0.07 1.74
0.60 0.03 -0.11
-1.02 -0.37 -0.09
0.74 0.46 0.02
-1.70 0.08 -1.15
-1.05 1.56 -0.69
-0.56 0.14 0.59
0.63 0.81 -0.18
0.21 -1.02 -0.64
-0.30 -0.12 0.35
-0.03 1.21 0.33
0.61 0.65 0.12
-0.42 0.79 0.15
-0.02 -1.52 -0.25

Its total energy is -365.3515 Ha. Its charge is 0. The SMILES is C/C=C/NC.O.O. The energy relative to the best compared isomer or geometry (same formula, charge and spin) comes out at 239.0 kJ/mol. For the HOMO energy, the calculation gives -0.279 Eh. The value obtained for the HOMO-LUMO gap is 8.4 eV. Its spin multiplicity is 1.

Entry 2:
Density functional theory data (wB97M-V/def2-TZVPD) for a cluster of 2 separate species, C4H13NO2 in total.

Last column: Löwdin charge in e.
Atoms and positions in Å:
C -0.8179 -1.1215 2.1360  -0.11
N -0.6074 -0.1520 1.0786  -0.16
C 0.4755 -0.4291 0.1649  -0.21
C 0.9339 0.8082 -0.5740  -0.44
C 2.0138 0.4975 -1.5867  -0.05
O -0.2213 1.3964 -1.1748  -0.04
H -1.6217 -0.7859 2.7891  0.08
H -1.0362 -2.1024 1.7122  0.09
H 0.0743 -1.2495 2.7689  0.07
H -0.7851 0.8145 1.2845  0.12
H 0.1379 -1.1838 -0.5577  0.14
H 1.3416 -0.8408 0.6936  0.12
H 1.3008 1.5391 0.1557  0.14
H 1.6458 -0.1156 -2.4083  0.09
H 2.8498 0.0021 -1.1017  0.08
H 2.3880 1.4160 -2.0407  0.08
H 0.0516 1.9143 -1.9402  0.09
H -3.0579 0.3541 -0.9905  0.02
H -2.1073 -0.3339 0.0332  -0.03
O -2.9583 -0.4279 -0.4421  -0.09

Forces on the atoms, in the same order (eV/Å):
0.55 0.42 0.22
-0.40 -0.43 -0.25
-0.06 0.00 0.07
-0.32 0.20 -0.03
0.02 0.26 -0.15
-0.09 -0.04 -0.31
-0.15 -0.18 -0.15
-0.26 0.04 -0.02
0.01 0.02 -0.02
0.28 0.09 0.28
0.12 0.03 -0.05
0.14 -0.06 0.07
0.25 -0.11 0.12
-0.13 -0.22 0.13
0.13 -0.10 -0.02
0.08 0.10 0.08
-0.01 -0.02 0.13
0.20 0.01 0.04
-0.05 0.23 -0.10
-0.31 -0.25 -0.04

Its total energy is -365.4222 Ha. Its charge is 0. The SMILES is CNC[C@@H](C)O.O. The energy relative to the best compared isomer or geometry (same formula, charge and spin) comes out at 53.4 kJ/mol. For the HOMO energy, the calculation gives -0.324 Eh. The value obtained for the HOMO-LUMO gap is 9.6 eV. Its spin multiplicity is 1.

Entry 3:
Density functional theory data (wB97M-V/def2-TZVPD) for a cluster of 3 separate species, C4H13NO2 in total.

Last column: Löwdin charge in e.
Atoms and positions in Å:
C -0.2583 -0.5481 1.6039  -0.31
C -0.3767 0.2461 0.2889  -0.23
C -0.5108 -0.6386 -0.8756  -0.23
C 0.1685 -0.5781 -2.0265  -0.04
N 0.1986 0.2584 2.7074  -0.02
H 0.4443 -1.3821 1.4558  0.10
H -1.1917 -1.0275 1.8729  0.10
H 0.3689 1.1170 0.1729  0.14
H -1.2390 0.9369 0.2464  0.11
H -1.1578 -1.5163 -0.9542  0.11
H 0.5155 0.4336 -2.3522  0.08
H 0.6182 -1.3414 -2.6703  0.06
H 0.7327 -0.2052 3.4210  0.06
H 0.8408 0.9704 2.3312  0.06
H 2.1531 -0.1779 0.1235  0.04
H 3.3880 -0.0314 0.9107  0.04
O 2.6193 0.4820 0.6830  -0.06
H -1.9543 0.5432 -2.7122  0.04
H -3.0422 1.0709 -1.8751  0.00
O -2.3170 1.3882 -2.3514  -0.05

Forces on the atoms, in the same order (eV/Å):
0.81 -0.56 -0.17
-1.10 2.86 0.12
0.75 -1.94 -1.96
1.61 2.40 -0.56
0.28 2.06 -0.22
-0.03 -0.04 -0.42
-0.46 0.03 -0.17
-0.23 -2.00 0.02
-0.47 -0.57 0.76
0.19 -0.32 1.63
0.59 -0.72 0.71
-1.58 -0.31 -0.01
-0.09 -0.59 0.00
-0.39 -0.44 0.34
0.01 0.82 0.29
0.78 0.01 0.42
-0.55 -0.85 -0.78
-0.07 1.10 0.32
-1.99 -0.45 1.31
1.93 -0.49 -1.63

Its total energy is -365.3526 Ha. Its charge is 0. The SMILES is C=CCCN.O.O. The energy relative to the best compared isomer or geometry (same formula, charge and spin) comes out at 235.9 kJ/mol. For the HOMO energy, the calculation gives -0.331 Eh. The value obtained for the HOMO-LUMO gap is 9.7 eV. Its spin multiplicity is 1.

Entry 4:
Density functional theory data (wB97M-V/def2-TZVPD) for a cluster of 3 separate species, C4H13NO2 in total.

Last column: Löwdin charge in e.
Atoms and positions in Å:
N 0.7878 0.2280 0.2194  -0.07
C 0.5726 0.8525 1.7077  -0.13
C 1.6482 0.2294 2.5764  -0.21
C 2.4718 -0.6186 1.6362  -0.20
C 2.1909 0.0231 0.2672  -0.29
H 0.3188 0.7718 -0.5243  0.09
H -0.3700 0.5339 2.0106  0.08
H 0.7458 1.9095 1.6013  0.10
H 1.1531 -0.4097 3.2997  0.10
H 2.3103 1.0302 3.1300  0.14
H 2.1310 -1.6611 1.6622  0.11
H 3.5378 -0.7202 1.8487  0.10
H 2.5117 -0.4923 -0.6418  0.11
H 2.7765 0.9964 0.2789  0.12
H -0.9644 -0.2063 -1.1393  0.01
H -2.2850 -0.4203 -1.8106  0.03
O -1.3821 -0.1313 -2.0369  -0.09
H -4.5225 0.3394 -3.6868  0.12
H -5.2819 -1.0903 -3.5176  -0.03
O -4.7274 -0.5056 -3.1096  -0.06

Forces on the atoms, in the same order (eV/Å):
-1.79 0.70 3.18
1.32 -0.50 -3.27
1.09 1.08 1.13
0.38 -1.06 -1.13
1.72 0.91 -0.94
1.33 0.12 0.78
-1.78 0.15 0.53
-0.51 0.53 0.20
0.23 0.11 0.45
-1.42 -1.51 -1.04
-0.29 0.19 -0.20
-0.01 0.53 0.08
0.23 -0.38 0.34
-0.42 -0.59 -0.12
-0.19 -0.18 -1.19
0.20 0.15 -0.59
-0.18 -0.25 1.73
-0.99 -3.05 1.52
-2.22 -1.94 -2.15
3.30 4.99 0.69

Its total energy is -365.3839 Ha. Its charge is 0. The SMILES is C1CCNC1.O.O. The energy relative to the best compared isomer or geometry (same formula, charge and spin) comes out at 153.9 kJ/mol. For the HOMO energy, the calculation gives -0.323 Eh. The value obtained for the HOMO-LUMO gap is 9.7 eV. Its spin multiplicity is 1.

Entry 5:
Density functional theory data (wB97M-V/def2-TZVPD) for a cluster of 3 separate species, C4H13NO2 in total.

Last column: Löwdin charge in e.
Atoms and positions in Å:
C 0.5155 2.1929 -0.8744  -0.19
N 1.5970 1.1063 -0.9603  -0.08
C 0.9401 -0.2086 -1.0205  -0.23
C -0.5502 0.1492 -1.1330  -0.19
C -0.7302 1.5008 -0.3737  -0.17
H 1.1139 2.8881 -0.2863  0.11
H 0.4014 2.4703 -1.9119  0.10
H 2.2440 1.1589 -0.1950  0.08
H 1.2704 -0.8051 -1.8728  0.10
H 1.0996 -0.7184 -0.0630  0.09
H -1.1057 -0.7274 -0.7959  0.09
H -0.7797 0.2977 -2.1867  0.11
H -1.6735 1.8708 -0.7769  0.10
H -0.8342 1.4314 0.7088  0.10
H 1.2977 -2.0521 2.1066  0.02
H 2.0292 -3.2970 2.5832  0.01
O 1.3216 -2.7211 2.8073  -0.04
H -2.1581 -1.2276 0.9661  0.00
H -3.3851 -1.3966 1.8041  0.05
O -2.6137 -1.9122 1.4740  -0.07

Forces on the atoms, in the same order (eV/Å):
2.53 -1.55 0.07
-0.72 0.04 -0.59
-0.33 1.00 0.52
0.56 -0.68 0.46
-0.51 -0.96 -0.86
-1.17 0.90 0.02
-0.29 0.77 -0.08
0.00 0.09 0.25
0.11 -0.10 0.20
0.09 -0.41 -0.28
-0.46 0.29 0.07
-0.20 0.12 -0.03
0.12 0.68 0.23
0.29 -0.21 0.01
0.01 -0.33 0.28
0.94 -0.75 -0.33
-0.93 1.07 0.05
0.18 -0.27 -0.02
0.65 -0.79 -0.16
-0.85 1.08 0.18

Its total energy is -365.3973 Ha. Its charge is 0. The SMILES is C1CCNC1.O.O. The energy relative to the best compared isomer or geometry (same formula, charge and spin) comes out at 118.5 kJ/mol. For the HOMO energy, the calculation gives -0.325 Eh. The value obtained for the HOMO-LUMO gap is 9.4 eV. Its spin multiplicity is 1.

Entry 6:
Density functional theory data (wB97M-V/def2-TZVPD) for a cluster of 2 separate species, C4H13NO2 in total.

Last column: Löwdin charge in e.
Atoms and positions in Å:
C 0.9850 -2.3612 -0.3897  -0.19
N -0.1544 -2.0262 0.4510  -0.15
C -1.2917 -1.4100 -0.2888  -0.27
C -1.5701 0.0152 -0.1091  -0.22
C -0.9909 0.7718 1.1165  -0.29
O -1.7205 1.9297 1.4948  -0.12
H 1.6666 -3.0629 0.2066  0.09
H 0.7913 -2.9180 -1.3058  0.07
H 1.7993 -1.6902 -0.5755  0.04
H 0.0426 -1.6682 1.5024  0.16
H -1.3210 -1.8768 -1.4214  0.16
H -2.1809 -2.0625 -0.0527  0.11
H -1.5005 0.6125 -1.0099  0.11
H -2.5712 0.0993 0.2046  0.09
H 0.0490 1.0887 0.8313  0.12
H -1.3385 0.2170 2.1919  0.19
H -1.4365 2.6530 0.8542  0.11
H 2.9269 2.7968 -1.5376  0.08
H 4.4111 1.9850 -1.4339  0.02
O 3.8391 2.5597 -1.9428  -0.10

Forces on the atoms, in the same order (eV/Å):
2.10 -2.08 2.43
0.20 1.07 0.99
-0.31 -4.87 -1.34
-0.61 2.06 0.99
-0.42 -1.19 2.04
0.53 2.20 -2.42
-1.19 0.14 -0.49
-0.68 0.23 0.12
-0.15 1.78 -0.60
-0.54 -0.95 -3.84
1.01 1.89 2.31
0.38 1.06 0.73
0.46 0.25 -0.21
-1.82 -0.01 -0.30
-0.40 -0.80 1.34
2.29 0.32 -3.03
-0.86 -1.10 1.27
2.88 -1.18 -0.50
-0.64 -0.05 0.67
-2.24 1.23 -0.17

Its total energy is -365.3025 Ha. Its charge is 0. The SMILES is CNCCCO.O. The energy relative to the best compared isomer or geometry (same formula, charge and spin) comes out at 367.6 kJ/mol. For the HOMO energy, the calculation gives -0.309 Eh. The value obtained for the HOMO-LUMO gap is 8.7 eV. Its spin multiplicity is 1.